[1]
{"formula": "C4H5NO2", "method": "wB97M-V/def2-TZVPD", "spin_multiplicity": 1, "molar_mass_g_mol": 99.09, "e_tot_ha": -360.4629, "total_charge": 0, "gap_ha": [0.2579, 0.2648], "lumo_ev": [-1.93, -1.76], "symbols": ["C", "O", "C", "N", "O", "C", "C", "H", "H", "H", "H", "H"], "positions_angstrom": [[1.243, 0.202, -1.767], [1.158, -0.770, -0.671], [0.310, -0.396, 0.355], [1.030, 0.615, 0.715], [-1.103, 1.052, 1.959], [-1.562, -0.065, 1.666], [-0.870, -0.957, 0.793], [0.342, 0.826, -1.802], [2.105, 0.845, -1.586], [1.371, -0.408, -2.661], [-2.547, -0.395, 2.048], [-1.188, -1.932, 0.462]], "forces_ev_per_angstrom": [[0.0, -0.2, 0.1], [0.2, -0.2, -0.4], [0.1, 0.5, 0.3], [-1.2, 0.2, 0.7], [0.3, -0.7, -0.2], [0.3, 0.0, -0.1], [0.3, 0.4, -0.2], [0.1, -0.3, 0.0], [-0.1, -0.2, -0.2], [-0.1, 0.2, 0.0], [0.2, 0.2, 0.0], [-0.2, 0.1, -0.1]], "nbo_charge": [-0.25, -0.43, 0.41, -0.01, -0.55, 0.36, -0.53, 0.20, 0.20, 0.20, 0.14, 0.24]}

***

[2]
{"formula": "C4H5NO2", "method": "wB97M-V/def2-TZVPD", "spin_multiplicity": 1, "molar_mass_g_mol": 99.09, "e_tot_ha": -360.5449, "total_charge": 0, "smiles": "COc1ccno1", "gap_ha": 0.3771, "lumo_ev": 0.81, "symbols": ["C", "C", "C", "C", "H", "H", "H", "H", "H", "N", "O", "O"], "positions_angstrom": [[2.049, -0.150, 0.105], [-0.206, -0.494, 0.009], [-0.739, 0.723, -0.078], [-2.197, 0.332, -0.075], [2.080, 0.734, -0.699], [2.094, 0.423, 1.072], [2.841, -0.932, 0.079], [-0.424, 1.697, -0.302], [-2.979, 1.094, 0.097], [-2.415, -0.976, 0.066], [0.998, -0.995, -0.243], [-1.101, -1.456, -0.031]], "forces_ev_per_angstrom": [[1.9, 1.7, -1.5], [0.4, -0.9, -2.2], [-4.1, -0.9, 0.1], [0.8, 0.5, 1.6], [0.6, -2.0, 1.4], [-0.9, -1.1, -0.4], [0.4, 1.6, -0.2], [0.8, 0.8, 0.1], [0.2, -0.9, -0.5], [1.6, 2.9, -1.0], [-1.0, 0.1, 1.5], [-0.7, -1.8, 1.1]], "nbo_charge": [-0.27, 0.60, -0.47, 0.00, 0.17, 0.19, 0.22, 0.24, 0.21, -0.12, -0.47, -0.30]}

***

[3]
{"formula": "C4H5NO2", "method": "wB97M-V/def2-TZVPD", "spin_multiplicity": 1, "molar_mass_g_mol": 99.09, "e_tot_ha": -360.5963, "total_charge": 0, "smiles": "O=C/C=N\\CC=O", "gap_ha": 0.3447, "lumo_ev": -0.19, "symbols": ["O", "C", "C", "C", "N", "C", "O", "H", "H", "H", "H", "H"], "positions_angstrom": [[1.059, 0.855, 1.486], [0.116, 1.401, 0.958], [0.776, -0.606, -1.270], [-0.058, -1.245, -0.170], [-1.262, -0.498, 0.122], [-1.151, 0.683, 0.570], [0.646, 0.528, -1.658], [0.123, 2.489, 0.757], [1.549, -1.271, -1.702], [-0.327, -2.256, -0.497], [0.599, -1.343, 0.704], [-2.071, 1.262, 0.701]], "forces_ev_per_angstrom": [[-0.5, 0.3, -0.2], [0.4, -0.2, 0.2], [0.0, 0.4, -0.1], [0.0, -0.1, 0.0], [0.1, 0.4, 0.2], [-0.1, -0.3, -0.1], [0.1, -0.5, 0.2], [0.0, -0.1, 0.0], [-0.1, 0.0, 0.0], [0.0, 0.2, 0.0], [0.0, 0.0, -0.1], [0.1, -0.1, 0.0]], "nbo_charge": [-0.51, 0.38, 0.45, -0.39, -0.34, 0.02, -0.52, 0.13, 0.12, 0.22, 0.26, 0.19]}

***

[4]
{"formula": "C4H5NO2", "method": "wB97M-V/def2-TZVPD", "spin_multiplicity": 1, "molar_mass_g_mol": 99.09, "e_tot_ha": -360.4756, "total_charge": 0, "smiles": "C1=COCON=C1", "gap_ha": 0.3446, "lumo_ev": -0.03, "symbols": ["C", "C", "C", "C", "H", "H", "H", "H", "H", "N", "O", "O"], "positions_angstrom": [[0.103, 0.336, 1.592], [-0.222, -1.333, -0.156], [-0.152, -0.543, -1.252], [0.022, 0.859, -1.215], [0.304, 0.181, 2.599], [-0.878, 0.671, 1.346], [-0.116, -2.284, -0.419], [-0.396, -1.004, -2.148], [0.084, 1.472, -2.223], [0.347, 1.618, -0.276], [-0.121, -0.948, 1.281], [1.025, 0.975, 0.871]], "forces_ev_per_angstrom": [[-2.5, 0.7, -0.3], [0.9, 5.6, 3.0], [-0.1, -0.1, 2.8], [0.4, 1.5, -3.1], [0.8, 1.1, 2.2], [-0.8, 2.1, 0.9], [-0.3, -4.5, 0.4], [0.0, -0.8, -1.6], [-1.2, -1.2, 1.9], [2.6, 1.7, 1.3], [0.4, -7.0, -5.7], [-0.1, 1.0, -1.7]], "nbo_charge": [0.20, 0.22, -0.39, 0.04, 0.18, 0.14, 0.19, 0.23, 0.22, -0.13, -0.51, -0.39]}

***

[5]
{"formula": "C4H5NO2", "method": "wB97M-V/def2-TZVPD", "spin_multiplicity": 1, "molar_mass_g_mol": 99.09, "e_tot_ha": -360.4896, "total_charge": 0, "gap_ha": 0.3231, "lumo_ev": -0.75, "symbols": ["O", "C", "C", "C", "N", "C", "O", "H", "H", "H", "H", "H"], "positions_angstrom": [[-2.541, 1.131, -0.291], [-1.770, 0.303, 0.083], [-0.246, 0.086, -0.619], [0.200, 0.746, 0.568], [2.185, -0.106, 0.435], [1.972, -1.104, -0.145], [-0.062, -1.190, -0.725], [-2.001, -0.579, 0.706], [-0.280, 0.721, -1.519], [0.255, 1.832, 0.616], [0.152, 0.209, 1.510], [2.135, -2.051, -0.620]], "forces_ev_per_angstrom": [[0.5, -0.5, 0.2], [-0.7, 0.4, -0.1], [0.2, 0.2, 0.1], [0.1, 0.0, 0.0], [-0.3, -0.8, -0.5], [0.3, 0.8, 0.5], [0.0, 0.0, 0.0], [0.0, 0.1, -0.1], [0.0, -0.1, 0.1], [0.0, -0.2, 0.0], [0.0, 0.0, -0.1], [-0.1, 0.1, 0.1]], "nbo_charge": [-0.47, 0.45, 0.03, -0.16, -0.41, 0.20, -0.67, 0.15, 0.18, 0.23, 0.22, 0.25]}

***

[6]
{"formula": "C4H5NO2", "method": "wB97M-V/def2-TZVPD", "spin_multiplicity": 1, "molar_mass_g_mol": 99.09, "e_tot_ha": -360.5377, "total_charge": 0, "gap_ha": 0.3386, "lumo_ev": 0.60, "symbols": ["N", "C", "C", "C", "O", "C", "O", "H", "H", "H", "H", "H"], "positions_angstrom": [[-2.202, -0.331, -0.468], [-0.915, 0.003, -0.125], [0.262, -0.695, -0.129], [1.230, 0.271, 0.318], [2.518, 0.035, 0.668], [0.614, 1.540, 0.598], [-0.733, 1.288, 0.230], [-2.903, 0.260, -0.035], [-2.432, -1.313, -0.413], [0.418, -1.732, -0.389], [2.836, -0.763, 0.224], [1.307, 1.438, -0.479]], "forces_ev_per_angstrom": [[0.1, -0.1, 0.3], [0.2, 0.2, 0.0], [0.0, 0.0, 0.0], [-0.6, -0.5, 1.2], [-0.1, -0.2, -0.4], [1.2, -0.8, -1.1], [-0.1, -0.3, -0.3], [0.2, 0.0, -0.2], [0.1, 0.1, 0.0], [0.0, 0.2, 0.0], [-0.1, 0.2, 0.1], [-0.8, 1.2, 0.4]], "nbo_charge": [-0.80, 0.55, -0.50, 0.22, -0.64, -0.10, -0.46, 0.40, 0.39, 0.23, 0.48, 0.24]}

***

[7]
{"formula": "C4H5NO2", "method": "wB97M-V/def2-TZVPD", "spin_multiplicity": 1, "molar_mass_g_mol": 99.09, "e_tot_ha": -360.4833, "total_charge": 0, "gap_ha": 0.3530, "lumo_ev": 0.61, "symbols": ["C", "C", "C", "C", "O", "N", "O", "H", "H", "H", "H", "H"], "positions_angstrom": [[-0.385, 0.838, -0.170], [-0.265, -0.518, 0.431], [1.096, 1.037, -1.507], [-0.854, -0.741, 1.603], [0.417, -1.416, -0.324], [1.478, 1.290, -0.389], [-1.098, 1.756, 0.065], [0.595, -2.208, 0.197], [1.378, 1.116, -2.556], [-0.172, 0.507, -1.532], [-0.819, -1.718, 2.069], [-1.372, 0.056, 2.112]], "forces_ev_per_angstrom": [[0.1, 0.5, -0.1], [0.1, -0.3, 0.2], [-0.1, 0.0, 0.4], [0.1, 0.1, -0.3], [0.0, 0.2, 0.1], [-0.4, -0.2, -0.1], [0.4, -0.3, -0.1], [-0.1, 0.1, 0.0], [-0.1, 0.0, 0.1], [0.0, 0.0, 0.0], [0.0, 0.0, 0.0], [0.0, 0.0, -0.1]], "nbo_charge": [0.55, 0.22, 0.02, -0.46, -0.67, -0.38, -0.52, 0.49, 0.23, 0.08, 0.21, 0.24]}

***

[8]
{"formula": "C4H5NO2", "method": "wB97M-V/def2-TZVPD", "spin_multiplicity": 1, "molar_mass_g_mol": 99.09, "e_tot_ha": -360.6420, "total_charge": 0, "smiles": "Cc1ocnc1O", "gap_ha": 0.3490, "lumo_ev": 0.85, "symbols": ["C", "C", "C", "O", "N", "C", "O", "H", "H", "H", "H", "H"], "positions_angstrom": [[-1.700, -0.553, 0.044], [-0.223, -0.319, 0.038], [0.494, 0.824, 0.007], [-0.036, 2.066, 0.076], [1.838, 0.573, -0.166], [1.886, -0.716, -0.235], [0.699, -1.340, -0.126], [-1.932, -1.615, -0.055], [-2.182, -0.174, 0.953], [-2.135, -0.013, -0.805], [0.523, 2.588, 0.663], [2.768, -1.320, -0.393]], "forces_ev_per_angstrom": [[0.2, 0.0, -0.1], [0.1, 0.1, -0.1], [-0.2, -0.3, 0.0], [0.1, 0.2, 0.2], [-0.2, -0.3, 0.1], [0.1, 0.1, 0.0], [-0.2, 0.2, -0.1], [0.1, 0.1, 0.0], [0.2, -0.1, -0.1], [0.0, -0.2, 0.2], [0.0, 0.2, -0.1], [-0.2, 0.0, 0.1]], "nbo_charge": [-0.66, 0.17, 0.34, -0.67, -0.49, 0.33, -0.40, 0.23, 0.23, 0.23, 0.49, 0.19]}

***

[9]
{"formula": "C4H5NO2", "method": "wB97M-V/def2-TZVPD", "spin_multiplicity": 1, "molar_mass_g_mol": 99.09, "e_tot_ha": -360.5857, "total_charge": 0, "gap_ha": 0.3804, "lumo_ev": 0.87, "symbols": ["N", "C", "C", "C", "O", "C", "O", "H", "H", "H", "H", "H"], "positions_angstrom": [[0.375, 1.211, 1.024], [0.164, 0.234, 0.030], [-1.199, 0.101, -0.590], [-0.679, -1.062, 0.138], [0.227, -1.774, -0.709], [1.120, -0.709, -0.616], [2.294, -0.734, -0.825], [0.326, 2.136, 0.614], [1.253, 1.117, 1.524], [-1.982, 0.676, -0.110], [-1.208, 0.066, -1.672], [-0.692, -1.263, 1.190]], "forces_ev_per_angstrom": [[0.2, 0.1, -0.1], [0.2, 0.2, -0.2], [-0.2, 0.1, -0.2], [0.4, 0.6, 0.5], [0.3, 0.0, 0.1], [0.9, 0.2, -0.3], [-0.5, 0.0, 0.0], [0.1, 0.0, 0.2], [-0.1, -0.1, -0.1], [0.2, 0.1, 0.0], [-0.4, -0.3, 0.1], [-1.0, -0.9, 0.1]], "nbo_charge": [-0.81, -0.03, -0.41, 0.06, -0.49, 0.76, -0.54, 0.37, 0.38, 0.25, 0.24, 0.23]}

***

[10]
{"formula": "C4H5NO2", "method": "wB97M-V/def2-TZVPD", "spin_multiplicity": 1, "molar_mass_g_mol": 99.09, "e_tot_ha": -360.5994, "total_charge": 0, "smiles": "O=CC(=O)N1CC1", "gap_ha": 0.3571, "lumo_ev": -0.26, "symbols": ["O", "C", "C", "O", "N", "C", "C", "H", "H", "H", "H", "H"], "positions_angstrom": [[1.603, 1.729, 0.569], [1.959, 0.635, 0.213], [1.010, -0.547, 0.009], [1.425, -1.565, -0.504], [-0.256, -0.365, 0.505], [-1.449, -0.810, -0.166], [-1.189, 0.645, 0.066], [3.009, 0.387, -0.038], [-2.169, -1.334, 0.455], [-1.324, -1.203, -1.173], [-0.905, 1.254, -0.790], [-1.714, 1.174, 0.856]], "forces_ev_per_angstrom": [[0.2, -0.6, -0.2], [0.0, 0.5, 0.1], [-0.1, -0.3, -0.1], [-0.1, 0.3, 0.2], [0.3, -0.1, 0.0], [-0.2, -0.2, -0.1], [-0.1, 0.3, 0.0], [-0.1, 0.0, 0.0], [0.1, 0.1, -0.1], [0.0, 0.1, 0.1], [0.0, -0.1, 0.1], [0.1, -0.1, -0.1]], "nbo_charge": [-0.47, 0.35, 0.56, -0.54, -0.42, -0.24, -0.22, 0.14, 0.21, 0.21, 0.21, 0.21]}

***

In kJ/mol, the energy relative to the best compared isomer or geometry (same formula, charge and spin) values for the records above are, in order, 542.1 326.9 191.9 508.8 472.0 346.0 488.6 72.0 219.9 183.8.